Version A
Formula: C4H13N3
Source: the OMol25 dataset
Level of theory: ωB97M-V/def2-TZVPD

Element x y z (Å)
C -0.281 -2.223 -0.690
C 0.493 -1.012 -0.165
C -0.366 0.209 -0.446
N -0.056 3.514 1.135
C -0.146 2.571 0.203
N -0.128 1.309 0.503
N 0.379 -3.566 -0.535
H -0.469 -2.038 -1.765
H -1.301 -2.416 -0.350
H 0.709 -1.116 0.901
H 1.483 -0.975 -0.628
H -0.126 0.582 -1.451
H -1.415 -0.085 -0.465
H -0.032 4.464 0.809
H 0.037 3.353 2.129
H -0.464 3.022 -0.740
H 0.018 0.984 1.453
H 1.244 -3.613 -1.083
H -0.305 -4.305 -0.682
H 0.795 -3.641 0.403

Output
- Orbital gap: 11.8 eV
- SMILES: N/C=[NH+]/CCC[NH3+]
- Charge: +2
- LUMO energy: -6.5735 eV

Version B
Formula: C4H13N3
Source: the OMol25 dataset
Level of theory: ωB97M-V/def2-TZVPD

Element x y z (Å)
C 0.072 -0.890 0.253
C 1.576 -2.252 1.721
C -1.304 2.471 -1.259
C -0.893 0.372 -0.120
N 0.327 -1.776 -0.735
N 0.770 -0.987 1.382
N -0.218 1.533 -0.767
H 2.396 -1.959 2.407
H 2.038 -2.568 0.760
H 0.952 -3.109 2.156
H -1.740 3.080 -0.411
H -0.850 3.067 -2.045
H -2.101 1.850 -1.688
H -1.466 -0.197 -0.915
H -1.507 0.720 0.827
H -0.013 -1.643 -1.584
H 0.435 -2.778 -0.409
H 0.558 -0.502 2.268
H 0.199 1.048 -1.681
H 0.542 1.958 -0.246

Output
- Orbital gap: 11.1 eV
- SMILES: C/[NH+]=C(\N)C[NH2+]C
- Charge: +2
- LUMO energy: -8.3488 eV

Stability summary: most stable version A, least stable version B.

Version A
Formula: C4H13N3
Source: the OMol25 dataset
Level of theory: ωB97M-V/def2-TZVPD

Element x y z (Å)
C 1.174 -0.184 0.037
C 1.120 -1.638 0.345
C -0.084 1.885 -0.006
C -2.028 -0.349 -0.676
N 2.261 0.244 -0.400
N 0.097 0.549 0.424
N -1.339 -0.056 0.614
H 1.011 -1.704 1.426
H 0.358 -2.326 0.082
H 2.027 -2.200 -0.009
H -0.492 1.847 -1.057
H 0.861 2.355 0.130
H -0.823 2.277 0.551
H -1.400 -0.724 -1.461
H -2.685 -1.208 -0.535
H -2.663 0.435 -0.995
H 3.154 -0.373 -0.372
H 2.433 1.275 -0.480
H -1.183 -0.865 1.336
H -1.801 0.761 1.046

Output
- Orbital gap: 11.8 eV
- SMILES: C[NH2+]/[N+](C)=C(\C)N
- Charge: +2
- LUMO energy: -8.2693 eV

Version B
Formula: C4H13N3
Source: the OMol25 dataset
Level of theory: ωB97M-V/def2-TZVPD

Element x y z (Å)
C 0.809 -0.991 1.637
C -0.343 -0.197 1.025
C 0.110 0.765 0.064
N -0.950 2.289 -2.458
C -0.065 1.348 -2.653
N -0.085 0.133 -1.973
N 0.343 -2.059 2.592
H 1.389 -1.384 0.772
H 1.459 -0.406 2.310
H -0.989 -0.889 0.517
H -0.814 0.436 1.776
H 1.149 0.724 -0.180
H -0.734 1.465 -0.441
H -0.917 3.043 -3.119
H -1.906 2.061 -2.143
H 0.682 1.311 -3.532
H 0.238 -0.653 -2.651
H -0.444 -1.717 3.263
H 1.081 -2.347 3.135
H -0.012 -2.933 2.061

Output
- Orbital gap: 8.5 eV
- Charge: +2
- LUMO energy: -8.7035 eV

Stability summary: most stable version A, least stable version B.

Version A
Formula: C3H12NO4
Source: the OMol25 dataset
Level of theory: ωB97M-V/def2-TZVPD

Element x y z (Å)
N 0.561 -1.854 -0.106
C -0.042 -1.103 0.980
C -1.583 -1.219 0.923
O -2.245 -0.584 -0.129
C 0.469 0.456 0.942
O 1.108 0.897 -0.223
H 0.048 -1.720 -0.961
H 1.496 -1.499 -0.265
H 0.285 -1.436 1.961
H -1.757 -2.316 0.917
H -1.949 -0.992 1.929
H -1.616 -0.401 -0.866
H -0.410 1.109 1.069
H 1.011 0.660 1.880
H 0.379 -0.092 -2.810
H 0.485 0.597 -1.302
O -0.185 0.438 -2.205
H 0.996 2.357 -0.267
H 1.745 3.314 -1.130
O 1.202 3.389 -0.337

Output
- Orbital gap: 8.7 eV
- Charge: -1
- LUMO energy: 3.9618 eV

Version B
Formula: C3H12NO4
Source: the OMol25 dataset
Level of theory: ωB97M-V/def2-TZVPD

Element x y z (Å)
N -1.263 -0.779 -1.436
C -1.297 0.380 -0.519
C -0.925 1.608 -1.334
O 0.380 1.423 -1.966
C -0.516 -0.045 0.853
O 0.176 -1.183 0.773
H -0.332 -1.138 -1.601
H -1.658 -1.551 -0.911
H -2.381 0.370 -0.256
H -1.525 1.522 -2.232
H -0.842 2.473 -0.695
H 0.912 0.784 -1.485
H 0.140 0.770 1.253
H -1.390 -0.175 1.563
H 2.467 -1.058 -0.995
H 1.603 -1.205 0.276
O 2.581 -1.130 -0.046
H 0.487 -0.248 2.829
H 2.043 -0.519 2.649
O 1.337 -0.300 3.279

Output
- Orbital gap: 7.8 eV
- Charge: -1
- LUMO energy: 3.8244 eV

Version C
Formula: C3H12NO4
Source: the OMol25 dataset
Level of theory: ωB97M-V/def2-TZVPD

Element x y z (Å)
C 0.341 -1.457 -0.728
C 1.714 -0.911 -1.117
O 1.845 0.408 -0.465
N -0.726 -0.607 -1.231
C -1.682 -0.255 -0.138
O -1.105 0.463 0.885
H 0.358 -1.797 0.317
H 0.275 -2.447 -1.215
H 2.537 -1.380 -0.556
H 1.784 -0.879 -2.210
H 0.995 0.501 0.005
H -0.414 0.280 -1.610
H -2.506 0.312 -0.598
H -1.984 -1.293 0.134
H -0.423 -0.727 1.909
H 0.202 0.323 2.627
O 0.203 -0.638 2.713
H 0.204 2.342 -0.667
H -0.907 1.754 0.268
O -0.701 2.562 -0.419

Output
- Orbital gap: 8.5 eV
- Charge: -1
- LUMO energy: 3.8776 eV

Stability summary: most stable version A, least stable version B.

Version A
Formula: C4H11NO3
Source: the OMol25 dataset
Level of theory: ωB97M-V/def2-TZVPD

Element x y z (Å)
H -1.898 0.854 -1.048
O -2.499 -0.442 -1.034
O -1.473 1.772 -0.892
H -3.294 -0.307 -0.536
H -1.796 -0.753 -0.379
C -0.269 1.788 -0.352
O 0.265 2.800 0.050
C 0.496 0.440 -0.291
H 0.528 0.035 -1.301
N -0.263 -0.521 0.538
H -0.338 -0.132 1.496
C 0.355 -1.831 0.618
H 1.285 -1.835 1.166
H -0.317 -2.515 1.116
H 0.556 -2.207 -0.396
C 1.904 0.667 0.212
H 1.879 0.964 1.245
H 2.503 -0.257 0.147
H 2.376 1.480 -0.358

Output
- Orbital gap: 10.5 eV
- SMILES: CN[C@H](C)C(=O)O.O
- Charge: 0
- LUMO energy: 0.5899 eV

Version B
Formula: C4H11NO3
Source: the OMol25 dataset
Level of theory: ωB97M-V/def2-TZVPD

Element x y z (Å)
O 1.663 0.979 0.120
C 2.005 0.114 1.121
N 1.766 -1.335 0.910
C -2.866 -0.352 0.353
C -1.632 -0.143 -0.168
C -1.163 1.273 -0.293
O -0.836 -1.043 -0.504
H 3.155 0.052 1.196
H 1.466 0.210 2.185
H -3.190 -1.360 0.352
H -3.538 0.439 0.770
H 0.787 -1.344 0.504
H -0.415 1.471 0.503
H -0.581 1.329 -1.181
H -1.986 1.962 -0.167
H 2.375 -1.645 0.132
H 1.553 0.239 -1.578
H 0.328 -0.603 -1.895
O 1.107 -0.243 -2.358

Output
- Orbital gap: 3.9 eV
- Charge: 0
- LUMO energy: -4.9220 eV

Version C
Formula: C4H11NO3
Source: the OMol25 dataset
Level of theory: ωB97M-V/def2-TZVPD

Element x y z (Å)
O -0.326 0.211 3.181
C 0.167 -0.759 2.684
N 0.225 -0.926 1.325
C -0.470 -0.050 0.435
C -0.811 -0.749 -0.877
C -1.430 0.268 -1.866
O 0.292 -1.486 -1.413
H 0.612 -1.617 3.208
H 0.579 -1.774 0.922
H 0.115 0.874 0.287
H -1.454 0.214 0.834
H -1.642 -1.454 -0.750
H -2.032 0.935 -1.264
H -2.010 -0.270 -2.610
H -0.691 0.915 -2.345
H 0.912 -0.774 -1.608
H 2.439 1.422 0.215
H 2.512 2.898 -0.261
O 3.012 2.121 -0.096

Output
- Orbital gap: 10.6 eV
- SMILES: C[C@@H](O)CNC=O.O
- Charge: 0
- LUMO energy: 0.5442 eV

Stability summary: most stable version A, least stable version B.

Version A
Formula: C2H4N2O2
Source: the OMol25 dataset
Level of theory: ωB97M-V/def2-TZVPD

Element x y z (Å)
C 0.360 0.448 -0.043
N 0.013 -0.788 1.930
C -0.174 0.756 -1.424
O -0.421 -0.493 0.554
N -1.154 0.123 -1.986
O 1.360 0.979 0.406
H 0.877 -0.238 2.029
H 0.319 -1.758 1.842
H -1.526 -0.606 -1.363
H 0.346 1.576 -1.944

Output
- Orbital gap: 10.5 eV
- SMILES: [H]/N=C\C(=O)ON
- Charge: 0
- LUMO energy: -0.1159 eV

Version B
Formula: C2H4N2O2
Source: the OMol25 dataset
Level of theory: ωB97M-V/def2-TZVPD

Element x y z (Å)
C 0.491 -0.713 0.219
C -2.229 1.158 -0.142
N 1.730 0.182 0.155
N -1.285 0.401 0.058
O -3.191 1.816 -0.296
O -0.708 -0.509 -0.642
H 0.916 -1.739 -0.006
H -0.116 -0.811 1.052
H 2.347 -0.522 0.381
H 2.045 0.737 -0.779

Output
- Orbital gap: 10.1 eV
- SMILES: NCON=C=O
- Charge: 0
- LUMO energy: 0.7375 eV

Stability summary: most stable version A, least stable version B.

Version A
Formula: C4H5NO
Source: the OMol25 dataset
Level of theory: ωB97M-V/def2-TZVPD

Element x y z (Å)
C -1.574 -0.116 -0.228
C -0.101 -0.234 -0.160
C -0.360 0.374 1.055
O 2.262 0.388 0.610
C 2.089 -0.293 -0.384
N 0.846 -0.613 -0.947
H -1.694 0.300 0.952
H -2.147 -1.023 -0.035
H -1.982 0.570 -0.969
H -0.225 1.454 1.123
H 2.938 -0.721 -0.941

Output
- Orbital gap: 9.8 eV
- Charge: 0
- LUMO energy: 0.5073 eV

Version B
Formula: C4H5NO
Source: the OMol25 dataset
Level of theory: ωB97M-V/def2-TZVPD

Element x y z (Å)
O 0.508 0.365 1.636
C 0.193 -0.294 0.467
C -0.569 0.359 -0.667
C -1.305 -0.527 0.293
C 1.337 -0.489 -0.379
N 1.912 0.270 -1.117
H 1.144 1.068 1.426
H 0.797 1.041 -1.155
H -0.506 -0.196 -1.603
H -1.818 -0.116 1.159
H -1.694 -1.480 -0.060

Output
- Orbital gap (spin up / spin down): 8.8 / 8.8 eV
- Charge: 0
- LUMO energy (spin up / spin down): -0.5505 / -0.5501 eV

Stability summary: most stable version A, least stable version B.